No. 1
C7H10N2S | the ωB97M-V functional and the def2-TZVPD basis

Values from the calculation:
Molar mass, g mol⁻¹: 154.2
Multiplicity: 3
Relative energy (zero: lowest compared OMol25 entry of this formula, charge and spin), eV: 0.330
Kohn-Sham gap (alpha / beta), Ha: 0.2500 / 0.2812

Cartesian coordinates (Å):
1 C -2.06 -0.13 -2.06
2 C -1.37 0.94 -1.55
3 C -0.11 -0.93 -1.95
4 C 2.28 0.25 1.82
5 C 1.45 -0.34 1.05
6 C -0.98 -0.68 2.08
7 C 1.13 1.02 -0.99
8 N -1.32 -1.24 -2.21
9 N 0.00 0.45 -1.55
10 S 0.31 -1.61 1.17
11 H -3.13 -0.26 -2.16
12 H -1.58 1.99 -1.08
13 H 0.68 -1.62 -2.03
14 H 2.73 -0.21 2.78
15 H 2.69 1.18 1.64
16 H -1.66 -1.36 2.47
17 H -1.52 0.10 1.48
18 H -0.55 -0.22 2.85
19 H 2.14 0.81 -1.27
20 H 0.86 1.86 -0.48

***

No. 2
C5H11N | the ωB97M-V functional and the def2-TZVPD basis

Values from the calculation:
Molar mass, g mol⁻¹: 85.1
SMILES: CCN1C[C@H]1C
Relative energy (zero: lowest compared OMol25 entry of this formula, charge and spin), eV: 2.491
Kohn-Sham gap, Ha: 0.3727

Cartesian coordinates (Å):
1 C -1.70 0.98 0.45
2 C -1.39 -0.40 -0.56
3 N -0.06 -0.97 -0.58
4 C 0.51 -1.32 0.71
5 C 0.87 -0.05 0.03
6 C 2.18 0.33 -0.59
7 H -2.46 0.69 1.16
8 H -1.02 1.62 1.10
9 H -2.09 1.75 -0.23
10 H -2.09 -1.24 -0.36
11 H -1.59 -0.09 -1.59
12 H -0.13 -1.25 1.60
13 H 1.17 -2.18 0.70
14 H 0.27 0.77 0.40
15 H 2.76 0.89 0.15
16 H 2.01 1.00 -1.45
17 H 2.76 -0.53 -0.93

***

No. 3
C21H47N3O5P | the ωB97M-V functional and the def2-TZVPD basis

Values from the calculation:
Net charge: +1
Molar mass, g mol⁻¹: 452.6
Relative energy (zero: lowest compared OMol25 entry of this formula, charge and spin), eV: 0.105
Kohn-Sham gap, Ha: 0.3055

Cartesian coordinates (Å):
1 C 3.69 -2.89 1.83
2 C 2.21 -2.85 2.27
3 C 1.59 -1.54 1.85
4 O 0.19 -1.51 2.16
5 C -0.49 -0.41 1.66
6 N -1.26 -0.73 0.42
7 C -0.70 -1.33 -0.71
8 N -0.80 -2.72 -0.89
9 O -0.21 -3.36 0.20
10 C -2.16 -3.23 -1.20
11 C -3.14 -3.19 -0.01
12 C -2.01 -4.65 -1.77
13 C -1.58 -4.74 -3.23
14 C -2.62 -4.21 -4.22
15 N -0.14 -0.65 -1.68
16 C -0.16 0.84 -1.66
17 C 1.07 1.50 -1.05
18 C 0.87 3.04 -0.99
19 C 1.36 3.61 0.34
20 O 0.81 2.87 1.43
21 C -0.46 3.15 1.73
22 O -1.04 2.58 2.62
23 P 0.58 -1.56 -3.10
24 C 1.96 -0.46 -3.54
25 C -0.67 -1.14 -4.38
26 C -0.75 0.27 -5.01
27 H 3.88 -3.71 1.13
28 H 4.37 -3.01 2.67
29 H 3.99 -1.97 1.32
30 H 1.68 -3.66 1.78
31 H 2.14 -2.97 3.35
32 H 1.74 -1.40 0.77
33 H 2.08 -0.72 2.38
34 H -1.23 -0.11 2.40
35 H 0.19 0.43 1.51
36 H -1.79 0.09 0.14
37 H -0.68 -3.10 1.01
38 H -2.54 -2.58 -1.99
39 H -3.51 -4.18 0.24
40 H -3.99 -2.55 -0.24
41 H -2.69 -2.76 0.89
42 H -1.32 -5.19 -1.12
43 H -2.99 -5.14 -1.67
44 H -0.60 -4.28 -3.37
45 H -1.44 -5.80 -3.45
46 H -3.32 -4.99 -4.51
47 H -2.14 -3.85 -5.14
48 H -3.22 -3.39 -3.82
49 H -1.05 1.18 -1.15
50 H -0.27 1.15 -2.70
51 H 1.25 1.13 -0.04
52 H 1.96 1.30 -1.63
53 H 1.38 3.52 -1.82
54 H -0.19 3.28 -1.09
55 H 1.11 4.67 0.43
56 H 2.45 3.54 0.42
57 H -0.97 3.89 1.11
58 H 2.54 -0.99 -4.30
59 H 2.61 -0.39 -2.66
60 H 1.73 0.55 -3.87
61 H -0.42 -1.87 -5.15
62 H -1.64 -1.45 -3.99
63 H -0.08 1.00 -4.56
64 H -0.51 0.21 -6.08
65 H -1.76 0.66 -4.96
66 C 1.41 4.90 6.17
67 C 0.28 5.83 5.75
68 C -0.22 5.50 4.35
69 O 0.68 7.19 5.85
70 H 2.26 5.02 5.50
71 H 1.74 5.14 7.18
72 H 1.10 3.85 6.15
73 H -0.55 5.73 6.46
74 H 0.59 5.64 3.62
75 H -1.03 6.18 4.08
76 H -0.58 4.48 4.29
77 H 1.42 7.32 5.25

***

No. 4
H5IP4 | the ωB97M-V functional and the def2-TZVPD basis

Values from the calculation:
Molar mass, g mol⁻¹: 255.8
Relative energy (zero: lowest compared OMol25 entry of this formula, charge and spin), eV: 1.751
Kohn-Sham gap (alpha / beta), Ha: 0.0938 / 0.0957

Cartesian coordinates (Å):
1 P -0.71 1.58 0.45
2 P 2.56 -0.39 0.55
3 P -0.54 -0.32 -0.68
4 P 1.50 -0.79 -1.25
5 I -5.20 0.51 -0.47
6 H -0.39 0.93 1.53
7 H -2.15 1.07 0.57
8 H 2.12 -1.68 0.96
9 H 3.76 -1.09 0.21
10 H -0.95 0.18 -1.87

***

No. 5
C6H5IOS | the ωB97M-V functional and the def2-TZVPD basis

Values from the calculation:
Molar mass, g mol⁻¹: 252.1
Multiplicity: 3
Kohn-Sham gap (alpha / beta), Ha: 0.2648 / 0.2767

Cartesian coordinates (Å):
1 C -1.09 0.10 -1.82
2 C -0.41 1.23 -1.46
3 C -1.04 -1.08 -1.03
4 C 0.43 1.26 -0.35
5 C -0.35 -1.02 0.19
6 C 0.30 0.17 0.45
7 O 1.15 0.92 3.63
8 S 1.94 0.20 2.66
9 I 1.79 -2.11 3.09
10 H -1.59 0.17 -2.70
11 H -0.43 2.00 -2.09
12 H -1.47 -2.10 -1.19
13 H 1.04 2.20 -0.26
14 H -0.26 -1.93 0.87

***

No. 6
C25H23CsN3OS2Se | the ωB97M-V functional and the def2-TZVPD basis

Values from the calculation:
Net charge: -1
Molar mass, g mol⁻¹: 657.5
Relative energy (zero: lowest compared OMol25 entry of this formula, charge and spin), eV: 2.694
Kohn-Sham gap (alpha / beta), Ha: 0.1408 / 0.1408

Cartesian coordinates (Å):
1 Cs 0.00 0.00 0.00
2 S -0.23 -0.32 3.39
3 C -1.31 -1.82 2.04
4 C -1.85 -2.58 3.08
5 C -2.65 -3.70 2.77
6 C -2.97 -4.15 1.47
7 C -2.51 -3.50 0.32
8 N -1.74 -2.43 0.39
9 H -1.68 -2.35 4.12
10 H -3.05 -4.27 3.62
11 H -3.60 -5.02 1.35
12 H -2.76 -3.85 -0.67
13 O 0.00 0.00 -2.88
14 S 1.17 0.09 -3.82
15 C 0.67 1.29 -5.09
16 C -0.67 1.43 -5.46
17 C -1.03 2.36 -6.43
18 C -0.06 3.16 -7.03
19 C 1.28 3.03 -6.66
20 C 1.64 2.10 -5.69
21 C 1.03 -1.34 -4.92
22 C 1.96 -1.54 -5.95
23 C 1.87 -2.65 -6.78
24 C 0.84 -3.58 -6.60
25 C -0.08 -3.40 -5.57
26 C 0.01 -2.29 -4.74
27 H -1.44 0.82 -4.99
28 H -2.08 2.47 -6.72
29 H -0.34 3.89 -7.79
30 H 2.04 3.66 -7.12
31 H 2.69 2.02 -5.40
32 H 2.77 -0.83 -6.10
33 H 2.59 -2.80 -7.58
34 H 0.77 -4.45 -7.25
35 H -0.88 -4.13 -5.42
36 H -0.72 -2.16 -3.94
37 C -2.42 2.97 3.27
38 N -3.35 2.28 2.37
39 C -3.29 2.17 1.01
40 Se -2.04 2.86 0.00
41 N -4.33 1.46 0.52
42 C -5.05 1.11 1.60
43 C -6.23 0.37 1.65
44 C -6.80 0.14 2.92
45 C -6.19 0.66 4.08
46 C -5.00 1.41 3.99
47 C -4.46 1.61 2.72
48 H -1.59 3.44 2.72
49 H -2.00 2.24 4.00
50 H -2.96 3.76 3.83
51 H -4.53 1.22 -0.48
52 H -6.69 -0.02 0.75
53 H -7.72 -0.43 3.00
54 H -6.64 0.48 5.05
55 H -4.52 1.80 4.88
56 H 2.87 0.00 0.00